39
Properties=species:S:1:pos:R:3 method="wB97M-V/def2-TZVPD" gap_ha=0.218 relative_energy_kj_mol=84.1 e_tot_ha=-4011.2461 max_force_ev_per_a=0.79 lumo_ev=2.56 charge=-1
Pd -0.854 -1.475 -1.365
S -0.283 -3.718 -1.066
S 1.444 -4.028 -2.109
S 1.405 -2.602 -3.691
S -0.500 -2.017 -3.964
Cl -3.474 -1.797 -1.191
C -3.897 -0.190 -0.639
C -5.111 -0.069 0.010
C -5.531 1.174 0.456
C -4.720 2.275 0.237
C -3.509 2.122 -0.415
Cl -2.547 3.555 -0.650
C -3.031 0.887 -0.885
S -1.525 0.768 -1.761
H -5.719 -0.951 0.159
H -6.477 1.281 0.967
H -5.014 3.260 0.572
C 3.834 -0.156 0.271
N 3.010 0.915 -0.285
C 2.477 1.720 0.809
N 1.748 0.955 1.823
C 2.619 -0.119 2.304
N 3.146 -0.989 1.258
C 2.085 -1.795 0.633
P 0.812 -0.728 -0.146
C 1.932 0.366 -1.117
C 0.502 0.403 1.273
H 4.696 0.302 0.764
H 4.188 -0.791 -0.543
H 1.813 2.483 0.399
H 3.317 2.213 1.306
H 2.067 -0.724 3.026
H 3.468 0.344 2.813
H 1.611 -2.435 1.380
H 2.504 -2.450 -0.133
H 1.344 1.176 -1.552
H 2.346 -0.231 -1.935
H -0.027 -0.144 2.057
H -0.149 1.210 0.928



19
Properties=species:S:1:pos:R:3 method="wB97M-V/def2-TZVPD" gap_ha=0.337 relative_energy_kj_mol=173.1 e_tot_ha=-2842.7918 max_force_ev_per_a=3.89 lumo_ev=-4.30 charge=+1
C -2.063 0.523 0.088
C 1.918 2.140 -0.128
C -1.713 -0.873 -0.497
C 0.439 -2.257 -0.222
N 1.432 0.929 0.600
N -0.657 -1.660 0.133
Br 2.601 -0.614 0.357
H -2.054 0.556 1.159
H -1.311 1.130 -0.368
H -2.993 0.811 -0.338
H 1.156 2.827 -0.081
H 2.850 2.528 0.428
H 2.081 1.907 -1.222
H -1.590 -0.652 -1.563
H -2.650 -1.413 -0.252
H 0.931 -2.949 0.447
H 0.760 -2.271 -1.230
H -0.754 -1.773 1.080
H 1.617 1.110 1.608



28
Properties=species:S:1:pos:R:3 method="wB97M-V/def2-TZVPD" smiles=CC(C)[NH+](C(C)C)C1[PH]#[PH]1 gap_ha=0.364 relative_energy_kj_mol=0.0 e_tot_ha=-1014.6338 max_force_ev_per_a=4.04 lumo_ev=-2.94 charge=+1
C -0.962 -0.433 1.259
C 2.438 0.686 0.018
C 1.483 -1.683 0.018
C -0.878 1.798 -1.402
C -1.498 -0.542 -1.639
C 1.372 -0.319 0.517
C -0.427 0.388 -1.096
N -0.005 0.227 0.407
P -2.643 -0.103 1.901
P -1.037 -0.150 3.290
H -0.746 -1.435 1.138
H 2.259 1.630 0.508
H 3.345 0.315 0.238
H 2.454 0.924 -0.986
H 1.031 -1.862 -0.952
H 1.259 -2.575 0.730
H 2.579 -1.746 -0.121
H -2.014 1.987 -1.459
H -0.393 2.533 -0.783
H -0.608 1.975 -2.420
H -2.064 -0.060 -2.443
H -2.101 -0.790 -0.784
H -1.034 -1.495 -2.041
H 1.591 -0.481 1.617
H 0.509 0.222 -1.632
H -0.060 1.194 0.734
H -2.835 1.250 1.860
H -1.015 -1.454 3.523